Below is C32H26N6Y as an isolated structure in a non-equilibrium geometry, with properties calculated with ωB97M-V/def2-TZVPD.

Cartesian coordinates (Å):
H  0.29670  0.77630  3.37400
C  -1.12610  -1.95570  2.26450
H  3.31390  -1.97640  -5.03120
H  4.22160  1.72880  -0.62440
H  -1.83080  -3.62060  3.40540
H  2.50240  -3.09870  5.25030
Y  0.22490  -0.20060  0.02940
H  6.59830  2.07900  -1.22160
H  -0.01190  -0.36830  5.54450
H  5.25910  -1.94830  1.30020
H  3.99950  0.33170  3.19040
C  1.14140  0.79350  -3.45430
C  -0.33990  -0.83980  4.63120
H  1.50810  -3.92480  3.16250
C  -1.22870  -2.36960  -3.61400
H  2.26590  2.14610  -4.66170
C  3.44870  -0.59740  3.18860
H  -3.60550  -4.62210  -2.76780
C  2.90000  0.12480  -4.94940
C  -1.36020  -2.65170  3.46330
C  3.16720  -0.32170  0.72660
H  3.69930  -0.93480  5.28170
H  -3.50280  3.64690  0.71200
C  4.97480  1.00780  -0.34110
N  -1.10100  1.79780  0.03390
C  -2.84450  -3.87480  -2.61510
C  -0.95660  -2.09110  4.65070
H  8.28530  0.39600  -0.57300
C  0.92710  -0.54110  -3.10670
N  -1.12020  -1.99230  0.00780
C  2.58930  -2.51180  4.34880
C  -2.18260  -3.33240  -3.74050
H  -3.03340  -3.81530  -0.48300
C  -2.53880  -3.43720  -1.36330
H  1.55860  -2.56680  -3.39460
C  2.92140  -1.08300  1.99410
H  -1.11720  -2.60610  5.58470
C  3.27230  -1.30520  4.36220
C  -0.87450  -1.86480  -2.33080
C  -2.69870  3.80560  -0.00770
C  2.03790  -2.98450  3.16960
C  2.19110  -2.27050  1.99060
H  1.80800  -2.67500  1.04950
C  2.70080  -1.20070  -4.59790
N  -0.52390  -0.73460  2.24620
C  1.71530  -1.53780  -3.69150
N  -0.01360  -0.87150  -2.12360
C  4.59080  -0.11710  0.38540
C  6.87070  -0.87760  0.39820
C  6.30180  1.19510  -0.67660
N  2.22500  0.12060  0.02360
C  -1.81440  2.69790  0.01330
H  -0.76610  -1.93160  -4.48680
C  2.11500  1.11560  -4.38010
C  7.24900  0.25090  -0.31130
H  3.66830  0.38870  -5.65780
C  -0.15820  -0.20780  3.41750
H  -2.15710  4.71550  0.25340
H  0.52030  1.56450  -3.01000
H  -2.45440  -3.68310  -4.72410
H  -3.12730  3.91760  -1.00440
H  7.60740  -1.61510  0.68030
C  5.54810  -1.06090  0.75490
N  -1.55430  -2.53380  1.11400
C  -1.54560  -2.44200  -1.18120

Summary:
Energy above the lowest of the compared OMol25 structures with the same formula, charge and spin in kcal/mol: 6.3
Gap between HOMO and LUMO (alpha / beta) in eV: 5.58 / 5.89
Largest force on an atom in hartree/bohr: 0.0399
DFT total energy in eV: -43585.8496
E_HOMO (alpha / beta) in eV: -9.8 / -10.0
LUMO (alpha / beta) in eV: -4.25 / -4.06
Charge: +1


Below is a 2-piece molecular cluster, C4H11NO overall in a non-equilibrium geometry, with properties calculated with ωB97M-V/def2-TZVPD.

Cartesian coordinates (Å):
H  -1.78751  -2.00374  -0.81679
H  0.78826  -2.05547  -1.30857
H  -1.53127  -0.80935  1.84944
C  1.03150  1.76808  -0.95462
N  0.11687  2.74372  -0.31915
H  -0.33723  3.46081  -0.88454
H  0.46657  3.32209  0.51204
H  0.10360  0.79722  0.41500
H  -0.56512  -2.08888  2.02392
O  0.92570  0.60293  -0.01242
C  0.27969  -1.91862  -0.26507
H  0.75095  1.35943  -1.96308
C  -1.02405  -1.95193  -0.03340
H  -2.30592  -2.49481  1.72202
H  2.07587  2.14454  -1.02290
C  -1.43207  -1.84112  1.45089
H  0.98761  -1.99985  0.62008

Summary:
Energy above the lowest of the compared OMol25 structures with the same formula, charge and spin in kcal/mol: 64.4
Gap between HOMO and LUMO in eV: 9.88
Largest force on an atom in hartree/bohr: 0.0617
DFT total energy in eV: -7861.7604
E_HOMO in eV: -8.9
LUMO in eV: 1.00
SMILES: C=CC.NCO


Below is a 3-piece molecular cluster, C17H29INO8 overall, with properties calculated with ωB97M-V/def2-TZVPD.

Cartesian coordinates (Å):
H  -0.89320  -3.16709  -2.21862
H  -5.93697  -2.06391  3.14671
H  3.21134  -2.45470  0.67643
H  0.08019  0.32893  -1.75541
C  -1.31855  -2.78977  -1.29534
H  3.10134  -1.23608  1.97891
O  0.28792  1.91633  -0.28813
C  0.78288  -0.16432  1.43291
C  -4.44807  -3.97470  1.74006
C  0.00349  2.72083  -1.42465
O  1.39757  -2.76877  -1.07198
C  -1.38440  -0.92007  0.30612
H  3.72817  4.14460  -0.66235
C  4.02487  4.94632  -1.34058
C  2.54058  -1.88012  1.30590
H  5.44586  3.56044  -2.27850
C  2.73079  4.82758  -3.19476
H  0.18465  -1.09256  -2.78078
H  0.85622  2.63136  -2.09287
C  4.85334  4.44108  -2.50892
H  2.29998  -0.46803  -1.55202
C  -0.41366  -0.60105  -2.01543
C  -0.57050  -1.54330  -0.82671
H  4.50116  5.74287  -0.77634
H  -2.36545  -2.54339  -1.44764
C  -0.83223  1.58981  0.50509
O  2.85535  5.44826  -1.99644
N  0.75216  -1.96514  -0.31863
O  3.84594  4.10978  -3.47008
O  -5.00508  -4.68255  2.75087
C  -5.00538  -3.87375  3.93081
C  1.60460  -1.02439  0.44734
H  -4.38948  -1.76968  3.97235
H  -2.30756  -0.52718  -0.11181
C  -4.94630  -2.47029  3.35636
H  -5.90123  -4.07180  4.51229
O  1.77591  4.89352  -3.89695
C  2.46740  -0.17724  -0.52034
H  1.33043  0.76440  1.56782
H  5.49694  5.21503  -2.92949
H  -0.14243  3.76435  -1.14973
H  -4.12372  -4.11760  4.52547
H  -0.86580  2.33256  -1.95564
H  1.95545  -2.57507  1.90787
H  -0.93181  2.32114  1.30713
H  -1.26948  -3.56541  -0.53757
C  -0.67273  0.17455  1.09864
O  -4.26626  -2.68241  2.11395
H  -1.74867  1.63432  -0.08644
O  -4.16694  -4.41981  0.67578
H  3.52098  -0.34465  -0.31439
H  -1.65443  -1.72418  0.98668
I  -1.73045  0.33726  3.03354
H  0.79677  -0.66549  2.39449
H  2.25294  0.87965  -0.41429
H  -1.39441  -0.40051  -2.44066

Summary:
Expectation value of S²: 0.754
Gap between HOMO and LUMO (alpha / beta) in eV: 8.15 / 9.50
Largest force on an atom in hartree/bohr: 0.0099
DFT total energy in eV: -44067.9959
E_HOMO (alpha / beta) in eV: -8.0 / -9.4
LUMO (alpha / beta) in eV: 0.14 / 0.13
2S+1: 2


Below is an isolated ion of composition C2H5F2N3 and charge +2 in a non-equilibrium geometry, with properties calculated with ωB97M-V/def2-TZVPD.

Cartesian coordinates (Å):
N  -0.13678  -0.22647  -0.17098
H  -1.86058  -1.34237  1.25310
F  -0.47673  1.43986  1.35187
C  1.01640  0.45256  -0.75385
C  -0.86942  0.31366  0.93779
H  -0.35139  -1.20327  -0.51781
F  1.25291  1.63559  -0.33224
H  -2.33441  -0.13988  2.45669
H  1.61084  -1.00597  -1.97325
N  -1.61472  -0.42492  1.63682
H  2.15678  0.57419  -2.16899
N  1.60710  -0.07298  -1.71915

Summary:
Energy above the lowest of the compared OMol25 structures with the same formula, charge and spin in kcal/mol: 4.0
Gap between HOMO and LUMO in eV: 12.00
Largest force on an atom in hartree/bohr: 0.1114
DFT total energy in eV: -12040.6929
E_HOMO in eV: -21.9
LUMO in eV: -9.94
SMILES: N/C(F)=[NH+]/C(=[NH2+])F
Charge: +2


Below is Ag2I as an isolated structure, with properties calculated with ωB97M-V/def2-TZVPD.

Cartesian coordinates (Å):
Ag  -1.72666  0.93337  -4.05042
Ag  0.58518  -1.29070  4.27816
I  1.14148  0.35733  -0.22774

Summary:
Energy above the lowest of the compared OMol25 structures with the same formula, charge and spin in kcal/mol: 0.0
Expectation value of S²: 2.003
Gap between HOMO and LUMO (alpha / beta) in eV: 11.83 / 7.12
Largest force on an atom in hartree/bohr: 0.0137
DFT total energy in eV: -16062.0689
E_HOMO (alpha / beta) in eV: -24.4 / -24.0
LUMO (alpha / beta) in eV: -12.59 / -16.90
2S+1: 3
Charge: +3


Below is C3H8O3Zn as an isolated structure, with properties calculated with ωB97M-V/def2-TZVPD.

Cartesian coordinates (Å):
O  -1.98861  0.44209  1.05852
H  1.92037  1.65379  -1.26202
H  0.78651  0.97689  -2.48635
H  1.56763  -1.41137  -1.87401
H  2.15064  -2.95788  -0.04635
H  2.76815  -0.49473  -0.91311
C  1.67686  -1.99247  0.20876
Zn  -0.74867  -0.55211  0.34818
H  2.26630  -1.65892  1.11022
O  0.43988  -2.15986  0.71877
H  0.15444  1.93136  -1.10060
O  0.78488  0.04285  -0.63189
C  0.92420  1.22462  -1.42558
H  -2.56401  0.23985  1.79996
C  1.76839  -0.94881  -0.89545

Summary:
Expectation value of S²: 0.755
Gap between HOMO and LUMO (alpha / beta) in eV: 10.62 / 6.45
Largest force on an atom in hartree/bohr: 0.0192
DFT total energy in eV: -57791.8191
E_HOMO (alpha / beta) in eV: -14.5 / -14.5
LUMO (alpha / beta) in eV: -3.90 / -8.03
2S+1: 2
Charge: +1